Density functional theory data (wB97M-V/def2-TZVPD) for an isolated molecule of C2H6P2S2.

Atoms and positions in Å:
S -1.73 1.54 0.44
S -1.22 -1.39 0.06
P -2.87 0.00 -0.18
P 0.28 0.06 0.32
C 1.41 -0.74 1.20
C 0.99 0.68 -1.19
H -3.68 -0.52 0.79
H 2.45 -0.60 1.22
H 2.04 0.98 -1.21
H 1.07 -0.19 -1.81
H 0.97 -1.20 2.01
H 0.29 1.38 -1.64

The calculation puts the max |F| at 0.048 Eh/bohr. The SMILES is C=P1(C)SPS1. The calculation puts the LUMO energy at -0.56 eV. The HOMO-LUMO gap is 7.60 eV. The value obtained for the HOMO energy is -8.157 eV. For the molar mass, the calculation gives 156.15 g/mol. The relative energy (zero: lowest compared OMol25 entry of this formula, charge and spin) is 74.8 kJ/mol.